1.
The following is a DFT calculation (ωB97M-V/def2-TZVPD) of a molecular structure, C48H42F6N8O6RuSSeTe at a distorted geometry.

Summary:
energy above the lowest of the compared OMol25 structures with the same formula, charge and spin: 0.0 kcal per mole
highest occupied orbital energy (spin up / spin down): -5.58 / -5.56 eV
LUMO energy (spin up / spin down): 1.8357 / 0.7913 eV
total charge: -1
E: -177021.8945 eV
spin multiplicity: 6
<S²>: 8.7837
HOMO-LUMO gap (spin up / spin down): 7.420 / 6.351 eV

```
114
C48H42F6N8O6RuSSeTe, DFT ωB97M-V/def2-TZVPD
Ru 1.897 -1.249 0.237
N -1.909 -5.879 -0.092
C -1.700 -4.844 0.280
N -1.546 -3.548 0.564
C -0.459 -2.971 0.729
N 0.443 -2.305 1.026
Se 5.550 1.618 -2.112
C 4.197 0.551 -1.387
N 3.396 -0.101 -0.839
O 1.080 -4.230 -0.969
C 0.830 -3.333 -1.772
N 1.394 -2.030 -1.729
S 1.036 -1.213 -3.149
O 2.005 -1.375 -4.232
O 0.634 0.131 -2.811
C -0.176 -2.321 -3.680
C -0.977 -2.193 -4.727
C -1.852 -3.265 -5.113
C -1.884 -4.400 -4.292
C -1.021 -4.532 -3.163
C -0.200 -3.438 -2.878
H -0.901 -1.356 -5.326
H -2.438 -3.272 -6.064
H -2.713 -5.184 -4.499
H -1.111 -5.436 -2.521
C 7.341 -2.367 -1.511
N 6.643 -2.431 -0.278
N 5.401 -3.036 -0.305
C 4.494 -2.429 0.536
O 3.309 -2.880 0.547
C 5.234 -1.420 1.156
C 6.523 -1.368 0.661
C 7.720 -0.505 0.895
C 5.049 -4.068 -1.226
C 3.936 -3.937 -2.069
C 3.590 -4.962 -2.955
C 4.363 -6.154 -3.037
C 5.438 -6.304 -2.162
C 5.782 -5.251 -1.275
H 7.600 -3.328 -1.919
H 8.261 -1.838 -1.325
H 6.736 -1.802 -2.189
H 4.815 -0.625 1.787
H 7.481 0.548 1.124
H 8.312 -0.400 0.025
H 8.321 -0.697 1.791
H 3.362 -3.013 -1.917
H 2.687 -4.781 -3.529
H 4.120 -6.930 -3.766
H 6.013 -7.175 -2.165
H 6.621 -5.359 -0.547
C -6.980 6.560 0.317
C -6.128 5.337 0.546
C -4.918 5.278 -0.124
C -3.879 4.356 0.202
C -2.639 4.377 -0.613
C -4.111 3.542 1.343
Te -2.607 2.116 2.053
N 2.113 -0.388 1.839
C 2.073 0.495 2.818
O 3.035 1.272 2.966
C 0.878 0.449 3.727
C -0.082 -0.574 3.618
C -1.203 -0.502 4.533
C -1.307 0.558 5.416
C -0.354 1.558 5.452
C 0.720 1.503 4.661
C -0.760 2.800 1.281
C -0.286 1.852 0.356
C 0.924 2.057 -0.293
C 1.693 3.108 0.146
C 1.221 4.004 1.101
C -0.015 3.904 1.707
C -0.580 4.917 2.712
C -5.347 3.564 2.101
C -5.599 2.570 3.227
C -6.335 4.461 1.620
H -6.635 7.087 -0.532
H -6.903 7.282 1.183
H -8.065 6.366 0.296
H -4.672 5.952 -0.890
H -2.964 4.703 -1.616
H -2.230 3.424 -0.766
H -1.881 5.087 -0.284
H 0.089 -1.504 2.956
H -1.969 -1.246 4.547
H -2.207 0.540 6.084
H -0.484 2.430 6.112
H 1.436 2.264 4.733
H -0.893 1.014 0.059
H 1.177 1.453 -1.137
H 2.701 3.263 -0.282
H 1.898 4.786 1.452
H -1.288 5.626 2.236
H 0.167 5.499 3.245
H -1.196 4.350 3.474
H -5.332 1.568 3.025
H -6.630 2.633 3.510
H -5.050 2.813 4.164
H -7.269 4.552 2.225
C -4.881 0.808 -1.644
C -3.698 0.315 -0.788
O -3.089 1.418 -0.171
C -4.172 -0.700 0.230
F -4.650 -1.888 -0.385
F -3.213 -1.025 1.082
F -5.161 -0.279 0.981
C -2.708 -0.331 -1.788
F -1.558 -0.710 -1.161
F -2.378 0.506 -2.765
F -3.232 -1.458 -2.383
H -5.637 1.255 -0.971
H -5.253 0.042 -2.348
H -4.423 1.623 -2.220
```

---

2.
The following is a DFT calculation (ωB97M-V/def2-TZVPD) of a molecular structure, C48H43CsN4O3S2Te at a distorted geometry.

Summary:
energy above the lowest of the compared OMol25 structures with the same formula, charge and spin: 0.0 kcal per mole
highest occupied orbital energy: -2.02 eV
LUMO energy: 3.2653 eV
total charge: -2
E: -92090.1627 eV
spin multiplicity: 1
HOMO-LUMO gap: 5.283 eV

```
102
C48H43CsN4O3S2Te, DFT ωB97M-V/def2-TZVPD
Cs 0.662 -0.973 0.443
C -0.487 -2.967 3.583
C 0.762 -2.137 3.418
N 1.577 -2.529 2.518
N 2.710 -1.755 2.302
C 3.845 -2.303 2.555
S 4.237 -3.838 3.209
S 5.245 -1.248 2.066
C 4.624 0.404 2.463
C 4.839 0.841 3.885
C 4.343 0.090 4.947
C 4.518 0.526 6.249
C 5.190 1.715 6.516
C 5.694 2.465 5.465
C 5.519 2.023 4.158
C 0.919 -0.918 4.271
C 0.966 -1.060 5.652
C 1.146 0.023 6.502
C 1.282 1.288 5.926
C 1.210 1.462 4.559
C 0.997 0.376 3.664
O 0.867 0.542 2.394
H -0.720 -3.067 4.645
H -0.340 -3.952 3.143
H -1.346 -2.484 3.106
H 3.561 0.407 2.197
H 5.147 1.095 1.797
H 3.820 -0.838 4.749
H 4.117 -0.068 7.060
H 5.312 2.054 7.539
H 6.223 3.392 5.656
H 5.910 2.607 3.331
H 0.899 -2.062 6.069
H 1.214 -0.118 7.573
H 1.450 2.151 6.563
H 1.308 2.448 4.119
C -5.289 0.860 -4.794
C -4.054 0.426 -4.053
C -2.859 0.189 -4.690
C -1.697 -0.234 -4.020
C -0.488 -0.475 -4.810
O 0.423 -1.233 -4.512
C -0.330 0.286 -6.111
C -0.048 -0.414 -7.277
C 0.126 0.263 -8.475
C 0.043 1.650 -8.508
C -0.218 2.355 -7.341
C -0.416 1.673 -6.147
C -1.703 -0.423 -2.594
O -0.713 -0.783 -1.903
C -2.958 -0.114 -1.940
C -4.063 0.264 -2.653
C -3.053 -0.187 -0.438
N -2.574 0.670 0.364
C -1.757 1.762 -0.151
C -2.571 3.044 -0.248
Te -1.397 4.623 -1.109
C 0.399 4.063 -0.194
C 1.221 3.111 -0.800
C 2.346 2.642 -0.137
C 2.664 3.124 1.124
C 1.869 4.093 1.714
C 0.737 4.560 1.062
C -3.806 -1.342 0.160
C -4.174 -1.317 1.504
C -4.849 -2.388 2.062
C -5.151 -3.506 1.288
C -4.765 -3.545 -0.041
C -4.100 -2.463 -0.604
H -5.111 0.851 -5.871
H -5.600 1.873 -4.524
H -6.141 0.204 -4.595
H -2.819 0.307 -5.769
H 0.039 -1.493 -7.229
H 0.333 -0.289 -9.384
H 0.182 2.180 -9.443
H -0.274 3.436 -7.359
H -0.640 2.212 -5.235
H -4.986 0.453 -2.108
H -1.319 1.533 -1.125
H -0.943 1.907 0.564
H -2.935 3.363 0.726
H -3.416 2.913 -0.924
H 0.959 2.712 -1.772
H 2.965 1.883 -0.602
H 3.514 2.728 1.656
H 2.115 4.463 2.702
H 0.098 5.292 1.541
H -3.902 -0.454 2.096
H -5.125 -2.362 3.109
H -5.672 -4.346 1.730
H -4.957 -4.426 -0.640
H -3.779 -2.506 -1.637
C 0.782 -4.392 -3.779
C 0.481 -3.676 -2.463
C -0.574 -4.350 -1.692
N -1.411 -4.911 -1.140
H 1.341 -3.715 -4.422
H -0.138 -4.668 -4.294
H 1.366 -5.300 -3.621
H 0.169 -2.646 -2.658
H 1.385 -3.603 -1.855
```

---

Q: Among the records above, which one has the lowest spin multiplicity?
A: C48H43CsN4O3S2Te

---

Q: Among the records above, which one has the lowest E?
A: C48H42F6N8O6RuSSeTe